1.
ORCA calculation (ωB97M-V/def2-TZVPD) on C17H21BN6O3SZn as an isolated structure in a non-equilibrium geometry.

Results
total energy	-92965.0025	eV
orbital gap (alpha / beta)	0.07079 / 0.06592	Ha
F_max	3.1	eV/Å

```
! RIJCOSX wB97M-V def2-TZVPD def2/J DEFGRID3
* xyz 2 1
C -1.73024 -0.54189 2.58331
N -1.43358 -0.50760 1.26600
N -2.62676 -0.72675 0.59193
C -3.64780 -0.81004 1.46830
C -3.12509 -0.69243 2.75737
B -2.65571 -0.94813 -0.94474
N -2.16097 0.31420 -1.70643
N -0.85950 0.78941 -1.58691
C -0.72734 1.75913 -2.52598
C -1.95871 1.96399 -3.18067
C -2.83090 1.02406 -2.63290
Zn 0.24432 -0.09819 -0.03794
N -1.62817 -2.08443 -1.25163
N -0.30614 -1.89609 -0.90913
C 0.35980 -3.00647 -1.27054
C -0.53750 -3.91528 -1.85398
C -1.78370 -3.29285 -1.82001
H 1.42445 -3.12034 -1.10790
H -2.75712 -3.61607 -2.15405
H -0.31016 -4.88629 -2.24398
H -3.75110 -1.26758 -1.30118
H -3.87564 0.82808 -2.81679
H -4.65896 -0.92493 1.11610
H -2.19517 2.70244 -3.92062
H -3.66867 -0.68821 3.67952
H 0.20599 2.26818 -2.74218
H -0.99401 -0.48837 3.37540
H 2.23260 1.25845 -0.69257
C 2.70408 2.22589 -0.52018
H 2.71151 2.80655 -1.44612
H 2.14752 2.74764 0.26069
H 3.72531 2.04106 -0.17757
C 7.42530 1.49713 4.25019
C 6.07653 1.11926 3.71515
C 5.07745 2.08969 3.57414
C 3.79954 1.76638 3.09281
C 3.52428 0.44373 2.74005
C 4.50238 -0.54812 2.85286
C 5.76891 -0.19791 3.34158
S 1.87985 -0.03945 2.24953
O 1.54478 -1.18719 3.04707
O 1.05633 1.16531 2.41404
O 2.05904 -0.38247 0.76972
H 7.91125 2.25306 3.62974
H 7.36501 1.92115 5.25507
H 8.08292 0.63194 4.29487
H 5.29521 3.11758 3.86147
H 3.02198 2.52936 3.00513
H 4.26177 -1.57813 2.58280
H 6.53373 -0.96524 3.45099
*
```



2.
ORCA calculation (ωB97M-V/def2-TZVPD) on one molecule with the formula C3H2N2O in a non-equilibrium geometry.

Results
ΔE to the lowest compared entry with this formula, charge and spin	764.6	kJ/mol
structure (SMILES)	C=C=C1N=[N+]1[O-]
total energy	-8161.7881	eV
orbital gap	0.35043	Ha
F_max	7.6	eV/Å

```
! RIJCOSX wB97M-V def2-TZVPD def2/J DEFGRID3
* xyz 0 1
C 0.16714 0.45506 -0.47571
C 1.14886 -0.31568 -0.39243
C 1.47533 -1.51365 -0.07508
N 0.37926 -1.88118 0.83627
N 1.45836 -2.45338 1.01540
O 2.10459 -3.05503 1.78027
H -0.33041 0.80621 -1.39186
H 0.06074 1.37645 0.20250
*
```



3.
ORCA calculation (ωB97M-V/def2-TZVPD) on C36H48NNiO7 as an isolated structure.

Results
total energy	-94981.2533	eV
orbital gap (alpha / beta)	0.20126 / 0.20200	Ha
F_max	0.7	eV/Å

```
! RIJCOSX wB97M-V def2-TZVPD def2/J DEFGRID3
* xyz -1 3
Ni -0.47693 2.36252 0.32298
O -4.19133 3.86377 0.66491
C -3.02379 3.52697 0.82086
O -2.40437 2.64618 0.12228
C -2.25667 4.13206 2.03296
C -1.70700 2.99583 2.90466
C -1.35348 3.49912 4.30825
C -0.04507 4.28375 4.04551
C 0.09217 4.13766 2.53050
O -0.38884 2.78162 2.32728
C -0.96807 4.98536 1.80083
C -0.49376 5.25616 0.35565
O -0.39096 6.41954 -0.01684
O -0.16617 4.21820 -0.31307
H -2.98872 4.72138 2.58284
H -2.26257 2.06804 2.85900
H -1.18580 2.66329 4.98741
H -2.15156 4.11799 4.71701
H 0.80165 3.82086 4.55303
H -0.09743 5.33018 4.34414
H 1.10005 4.21772 2.12926
H -1.08022 5.95808 2.27800
C 3.20601 -3.85218 -0.32903
C 3.90911 -2.72692 -1.09552
C 3.88778 -3.06126 -2.59345
C 5.36981 -2.67624 -0.62201
C 3.20829 -1.38580 -0.88411
C 1.88141 -1.30040 -0.60446
C 1.24604 -0.04076 -0.41765
N -0.05149 0.17300 -0.13769
C -1.00246 -0.73600 -0.20526
C -1.01388 -1.83424 -1.12930
C -2.07812 -2.64763 -1.24585
C -3.22250 -2.39412 -0.40684
C -3.30965 -1.38995 0.49609
C -2.14323 -0.51686 0.69305
O -2.05613 0.28933 1.62134
C -4.57752 -1.10459 1.29503
C -5.71289 -2.06219 0.92907
C -5.05108 0.32612 0.99332
C -4.30756 -1.26423 2.80041
C -2.06150 -3.79181 -2.26601
C -0.97649 -4.80029 -1.86343
C -3.39954 -4.53311 -2.33933
C -1.74811 -3.25313 -3.66833
C 2.05603 1.15043 -0.32761
O 1.57591 2.20567 0.15499
C 3.42560 1.07321 -0.80368
C 3.93831 -0.16538 -1.04477
C 4.24175 2.35520 -0.92880
C 3.47852 3.41176 -1.74417
C 5.57740 2.09819 -1.63411
C 4.53487 2.90351 0.47679
H 3.78794 -4.77259 -0.40816
H 2.21399 -4.06256 -0.73010
H 3.09868 -3.60200 0.72757
H 4.40703 -4.00376 -2.78776
H 4.37684 -2.27583 -3.17296
H 2.86046 -3.15194 -2.94998
H 5.79626 -3.68135 -0.62927
H 5.44158 -2.28248 0.39350
H 5.99090 -2.05767 -1.27060
H 1.29906 -2.19813 -0.45649
H -0.18729 -1.93452 -1.82034
H -4.08557 -3.02629 -0.54408
H -5.98302 -1.98309 -0.12593
H -6.59611 -1.80715 1.51703
H -5.45704 -3.10170 1.14782
H -5.27538 0.43882 -0.06896
H -4.30180 1.06932 1.25239
H -5.96428 0.53695 1.55514
H -4.00258 -2.28897 3.02961
H -5.22218 -1.04998 3.35990
H -3.52790 -0.58489 3.12985
H -1.17301 -5.20317 -0.86810
H 0.00660 -4.32682 -1.84595
H -0.94125 -5.63158 -2.57275
H -3.65933 -4.99531 -1.38548
H -3.33365 -5.32784 -3.08515
H -4.21295 -3.86674 -2.63160
H -0.76571 -2.78233 -3.71146
H -2.48867 -2.51115 -3.97002
H -1.75900 -4.06811 -4.39651
H 4.96858 -0.23951 -1.36311
H 3.31945 3.06224 -2.76706
H 4.07333 4.32671 -1.79338
H 2.51557 3.65746 -1.30379
H 5.43654 1.58041 -2.58548
H 6.26076 1.50973 -1.01667
H 6.06120 3.05382 -1.84196
H 3.61272 3.20353 0.96967
H 5.19100 3.77475 0.40485
H 5.03239 2.14809 1.08967
*
```



The lowest total energy belongs to which entry?
C36H48NNiO7



Among the records above, which one has the lowest total energy?
C36H48NNiO7



Which of these has the lowest total energy?
C36H48NNiO7